Entry 1:
One molecule with the formula C9H14O2 in a non-equilibrium geometry. Source: the Open Molecules 2025 dataset; level of theory: ωB97M-V with the def2-TZVPD basis set.

XYZ file:
```
25
C9H14O2 ωB97M-V with the def2-TZVPD basis set
O -2.6905 -1.0593 -0.1504
O 1.6808 0.5607 0.6693
C -1.1791 1.5181 1.0828
C -0.7518 0.0414 0.7829
C 0.6870 -0.2796 0.3284
C -1.2034 0.0432 -1.7035
C -1.1361 -0.7126 2.0703
C 0.0947 0.2302 -1.8015
C 1.2770 -1.7129 0.3144
C 0.9554 0.6972 -2.8993
C -1.6806 -0.4076 -0.3777
H -1.7305 -1.6156 1.8337
H -0.5456 2.0844 0.3141
H 0.6949 -2.4879 -0.0849
H -2.0603 0.1856 -2.3615
H 0.7442 0.4622 -3.9205
H 2.0089 0.5260 -2.6623
H 1.5801 -2.0817 1.2890
H -0.1828 -1.0550 2.7311
H -0.7554 1.9041 2.0194
H 2.1729 -1.7974 -0.4129
H 1.3536 1.4554 0.6330
H -1.7288 -0.1139 2.8520
H 0.8933 1.7705 -2.9640
H -2.2540 1.5094 1.2562
```

Orbital gap in eV: 8.992
E_LUMO in eV: 0.6

Entry 2:
A 8-piece molecular cluster, C62H86BrN8O2S overall in a non-equilibrium geometry. Source: the Open Molecules 2025 dataset; level of theory: ωB97M-V with the def2-TZVPD basis set.

XYZ file:
```
160
C62H86BrN8O2S ωB97M-V with the def2-TZVPD basis set
Br -0.1997 3.3340 1.8765
S -0.6921 3.1713 -1.2456
O 3.0571 -1.7348 0.9751
O -6.3475 6.8418 -1.0252
N -0.2304 1.5360 -5.3978
N 2.9554 -0.3962 5.9432
N -2.9347 -3.2360 4.8413
N 4.7822 -4.6947 -2.2010
N -3.9145 3.1898 0.7613
N 6.7311 6.9050 -1.8589
N 7.3436 1.3980 0.7901
N 7.7381 -6.7070 -6.5644
C 7.7192 4.3642 -2.4408
C 5.0359 -1.3459 5.2276
C 6.5004 -5.9991 -3.2501
C -3.5962 4.4937 0.0462
C 2.2129 -0.6246 0.7762
C 0.7468 -1.0518 0.7342
C -5.0717 -4.8270 4.0182
C -1.3450 0.2540 1.3139
C -1.4492 3.3877 0.3910
C -4.7051 -3.7026 3.2959
C 6.9805 2.6148 1.1875
C 3.5845 0.0702 7.0205
C -5.4095 5.8335 -1.1052
C 5.6778 -0.8492 6.3495
C 6.7803 -8.3197 -8.6232
C 5.2870 0.5582 1.6949
C 6.6029 4.5226 -1.6349
C 4.9351 -0.1263 7.2693
C -4.1979 1.4701 3.9017
C 7.8023 6.7381 -2.6305
C -9.2924 -2.3423 2.6086
C 6.1526 5.8082 -1.3771
C -0.1711 0.1191 0.3395
C 4.2827 -5.8228 -1.7007
C 6.0296 -7.2549 -8.1517
C -7.1138 -1.0163 2.5293
C -3.6341 -2.9482 3.7481
C -6.8263 -0.7132 -0.6886
C 5.7894 2.8860 1.8452
C -6.8306 5.4374 -1.0879
C -6.6724 -2.1996 -0.2718
C -5.0336 0.5697 -1.9083
C 3.6815 -1.0925 5.0709
C -4.5876 5.6518 0.1762
C 8.3331 5.4963 -2.9508
C -5.5403 0.1574 -0.5313
C -3.2965 -4.3184 5.5256
C 5.9663 -7.1623 -2.7203
C -4.3507 -5.1439 5.1577
C 8.4472 -7.7346 -7.0266
C -2.6133 0.9140 0.7672
C 1.8907 0.5461 -5.9084
C 6.5526 -6.4822 -7.1261
C 8.0169 -8.5662 -8.0496
C -1.8925 5.7467 1.6069
C -2.1318 4.8228 0.4157
C 3.5340 -2.3549 -0.2093
C 4.8330 -7.0748 -1.9277
C 4.9265 1.8334 2.1020
C -7.6282 -2.7013 0.7978
C -4.1682 3.4673 2.2344
C 6.5039 0.3965 1.0479
C 2.4274 1.0321 -4.7279
C -5.2021 2.7183 0.1017
C -7.9867 -2.0636 1.9082
C 0.5622 0.8253 -6.1965
C 0.2998 1.9958 -4.2682
C -2.6704 2.4093 0.3577
C -5.7438 1.3387 0.4603
C 1.6142 1.7747 -3.8862
C -3.4123 2.6496 3.2833
C 5.8725 -4.7972 -2.9600
H -9.3782 -3.3748 2.9519
H -2.7119 -4.5331 6.4128
H -9.4030 -1.7114 3.4887
H -6.2905 -0.7583 1.8705
H -3.3161 -2.0619 3.2051
H -4.8039 -0.5231 -0.1047
H -2.8963 0.3367 -0.1089
H -4.9859 -0.2916 -2.5708
H -5.9026 -5.4428 3.6991
H 3.4595 0.8361 -4.4681
H 0.6231 -1.9108 0.0745
H 9.4082 -7.8976 -6.5516
H -7.0731 -0.7220 -1.7496
H 3.9857 2.0025 2.6124
H 4.6420 -0.2903 1.8758
H -5.2287 3.2934 2.4005
H 5.2813 5.9713 -0.7506
H 6.0923 3.6683 -1.2126
H -5.9442 3.4409 0.4254
H -7.4096 5.4729 -1.9977
H 6.7351 -1.0205 6.5037
H -5.1031 2.8728 -0.9689
H -6.8567 -2.8294 -1.1395
H 0.1087 0.4633 -7.1122
H 3.1622 -3.3735 -0.2948
H 3.2462 -1.8085 -1.1098
H 5.9951 -5.6393 -6.7315
H -3.3979 0.7313 1.4943
H 3.1512 -1.4649 4.1997
H -6.8164 1.4472 0.6144
H 6.4261 -8.1209 -2.9229
H -1.6427 -0.7693 1.5588
H -1.0314 0.6843 2.2631
H 0.4420 3.8761 -1.1436
H -4.5975 -6.0116 5.7534
H -0.3706 2.5646 -3.6381
H -5.2387 -3.4131 2.3986
H -3.5113 4.3035 -1.0248
H 9.2066 5.4230 -3.5839
H -4.0651 6.5988 0.2686
H -6.6792 -1.4030 3.4523
H 7.3801 -6.0226 -3.8793
H -0.8602 6.0784 1.6385
H 5.0587 -7.0253 -8.5684
H 3.3948 -5.7172 -1.0856
H 2.9725 0.6301 7.7192
H 8.6377 -9.3851 -8.3854
H -5.7056 1.2911 -2.3811
H -3.1875 3.3361 4.0988
H 6.8244 -0.5851 0.7154
H -4.0434 1.0304 -1.9000
H -2.8407 2.3552 -0.7199
H 2.4869 -0.0383 -6.5951
H -5.6399 -2.4113 0.0309
H -7.2898 5.1342 -0.1567
H -4.0254 4.5227 2.4198
H -7.6857 -0.1099 2.7448
H -2.4873 6.6484 1.4699
H 5.5716 -1.9160 4.4808
H 6.4083 -8.9463 -9.4232
H -5.3670 1.0520 1.4379
H 2.3415 0.0059 1.6589
H -2.1769 5.3429 2.5741
H -5.3256 5.5156 0.9640
H -5.2618 1.5080 3.6773
H -3.8000 0.5182 3.5478
H 1.9926 2.1725 -2.9532
H -1.8034 5.4041 -0.4445
H -4.8667 5.6757 -2.0322
H 5.3906 0.2809 8.1614
H -8.0546 -3.6829 0.6202
H 6.2622 -3.8653 -3.3550
H -2.4523 2.2836 2.9425
H 8.2573 7.6464 -3.0093
H -0.6057 -0.1172 -0.6332
H 4.3829 -7.9564 -1.4926
H 7.6801 3.4121 0.9625
H -7.6662 -0.2811 -0.1488
H 0.4980 -1.4134 1.7349
H -10.1246 -2.1486 1.9368
H 8.1030 3.3770 -2.6634
H 4.6225 -2.3844 -0.1815
H 0.4261 1.0245 0.3050
H 2.4649 -0.0782 -0.1380
H -4.0436 1.4498 4.9768
H 5.5492 3.8977 2.1439
```

Orbital gap in eV: 8.739
E_LUMO in eV: -2.0
Net charge: +1

Entry 3:
A 2-piece molecular cluster, C3H11BFN3O overall in a non-equilibrium geometry. Source: the Open Molecules 2025 dataset; level of theory: ωB97M-V with the def2-TZVPD basis set.

XYZ file:
```
20
C3H11BFN3O ωB97M-V with the def2-TZVPD basis set
F -2.1431 -1.4088 2.7143
O -0.1737 1.2675 -0.8707
N 0.1194 2.3484 -2.8281
N -1.9667 1.9104 -2.0779
N 2.5823 -1.5154 1.3406
C 0.1289 -0.5208 1.5564
C 1.1198 -1.8678 1.5131
C -0.6426 1.8064 -1.8600
B -1.4218 -1.1446 1.4144
H 0.7529 -2.4685 0.5502
H 3.0248 -1.3240 2.2811
H 1.1220 2.2966 -2.7122
H -2.5834 1.5186 -1.3797
H -0.2599 2.7940 -3.6459
H 3.0292 -2.3647 0.8880
H -2.3603 2.3531 -2.8906
H 0.8970 -2.5694 2.4295
H 0.3994 0.2087 0.6601
H 0.2690 0.0816 2.5734
H -1.8932 -1.4012 0.3440
```

Orbital gap in eV: 9.627
SMILES string: NC(N)=O.NCCBF
E_LUMO in eV: 0.6

Entry 4:
C17H21N3O2S as an isolated structure in a non-equilibrium geometry. Source: the Open Molecules 2025 dataset; level of theory: ωB97M-V with the def2-TZVPD basis set.

XYZ file:
```
44
C17H21N3O2S ωB97M-V with the def2-TZVPD basis set
S -4.5203 -0.3777 0.1926
O -4.5921 -0.5926 1.5684
O -0.3928 -2.4539 -1.2944
N -1.3922 2.1380 -0.2141
N 0.5351 -0.9756 -0.1739
N -0.1865 1.3225 -0.2313
C 1.2814 2.6240 1.1807
C -2.8658 -1.2694 -0.2149
C 3.5099 2.3466 -0.7286
C 2.2590 1.6691 -0.9294
C 0.4270 -2.1078 -0.5155
C 3.7631 -1.6936 0.4598
C 1.9135 0.8905 -2.0935
C -0.4916 -0.0117 -0.2652
C 3.2411 -4.2884 1.3130
C 1.0169 1.7671 0.1942
C 3.6478 3.0103 0.3826
C -2.3328 1.3748 -0.1969
C 2.6024 3.1100 1.1670
C -3.7144 1.1788 -0.3769
C -1.7692 -0.1984 -0.2581
C 2.7071 -2.7727 0.7963
C 1.7013 -3.0266 -0.2620
H 2.2287 1.4407 -2.7763
H -4.0954 1.6573 -1.3758
H 2.4877 -4.6414 1.5734
H 2.3806 -2.8404 -1.5781
H -2.9303 -1.6406 -1.1572
H 4.2170 2.0166 -1.2649
H -2.5943 -1.8745 0.4023
H 2.1565 -0.1663 -2.0631
H 1.4494 -0.6534 0.2083
H 1.4256 -3.8972 -0.3634
H 0.5253 2.9050 2.0871
H 2.7349 3.9640 2.1923
H 4.3368 -1.5421 1.4401
H 1.9532 -2.4606 1.6068
H 0.7523 0.6836 -2.3783
H 4.4229 -2.3651 -0.2310
H 3.7598 -4.6024 0.6526
H -4.0955 2.1262 0.5343
H 3.3627 -0.8864 -0.0255
H 4.4530 3.6076 0.6506
H 3.8954 -3.9566 2.2525
```

Orbital gap in eV: 8.867
E_LUMO in eV: 0.5

Entry 5:
C23H48As3N3O2P2Pd as an isolated structure. Source: the Open Molecules 2025 dataset; level of theory: ωB97M-V with the def2-TZVPD basis set.

XYZ file:
```
82
C23H48As3N3O2P2Pd ωB97M-V with the def2-TZVPD basis set
Pd 0.0264 0.0004 0.6059
As 1.0686 2.1019 -2.6076
As -0.0471 1.2269 2.8487
As -1.4778 2.5644 0.1287
P -0.3276 -2.1231 1.6219
P 2.3739 -0.6303 0.8443
O 0.5517 1.6894 -1.0283
O -0.8272 -1.4560 -1.7000
N -3.4971 -2.8016 -3.4477
N -3.1387 -1.5944 -1.5685
N -5.3378 -2.2553 -2.0690
C -0.9216 4.4127 0.1465
C -3.8358 2.7239 1.7643
C -3.9745 2.1276 4.0883
C 2.4073 -2.0570 2.0087
C -1.8997 1.7979 2.9003
C 0.9265 2.9154 2.8014
C -4.0485 -2.2064 -2.3243
C 0.7695 3.9531 -2.9863
C -4.5652 2.6394 2.9432
C -1.7699 -2.3652 2.6900
C 2.9458 1.7821 -2.7835
C -1.8918 -1.8045 -2.1539
C 0.3123 0.6455 4.6645
C -2.5056 2.3148 1.7497
C -2.6967 2.4191 -1.3632
C 0.1523 1.0685 -3.9342
C -2.0680 -2.6081 -3.4379
C -0.2049 -3.6177 0.6021
C -4.2312 -3.5205 -4.4658
C 1.0920 -2.2526 2.7606
C 3.3926 0.6501 1.6224
C -2.6474 1.7130 4.0696
C 3.3414 -1.2037 -0.5753
H 0.9660 -1.4947 3.5312
H -4.5158 -4.5060 -4.0717
H -2.2497 1.7891 -2.1291
H -2.8825 3.4116 -1.7730
H -5.5879 2.9911 2.9686
H -1.0950 -3.7299 -0.0153
H -0.4746 4.6672 1.1026
H 1.3579 0.3506 4.7455
H 4.2112 -1.7504 -0.2031
H 0.6669 -3.5792 -0.0507
H -1.9251 -1.4851 3.3150
H 1.1793 3.1947 1.7806
H 0.3175 3.6850 3.2742
H 0.1473 0.0260 -3.6226
H -5.9975 -2.7787 -2.6252
H -4.3022 3.1584 0.8883
H -1.5413 -3.5679 -3.4078
H -5.1352 -2.9669 -4.7311
H -0.2238 4.6080 -0.6595
H 3.3120 2.3475 -3.6411
H -2.6676 -2.5246 2.0932
H 3.4552 2.1300 -1.8865
H 0.1406 1.4966 5.3239
H 3.2341 -1.9048 2.7061
H -0.2947 4.1825 -2.9921
H 1.8494 2.8047 3.3693
H -1.7405 -2.0691 -4.3322
H 3.6973 -0.3585 -1.1585
H -3.6027 -3.6539 -5.3421
H -4.5462 2.0516 5.0037
H -3.6311 1.9765 -1.0252
H 2.6558 -2.9448 1.4235
H 1.2944 4.5666 -2.2558
H 1.1782 4.1679 -3.9748
H -1.8290 5.0034 0.0041
H -0.1264 -4.4930 1.2503
H -5.6896 -1.7968 -1.2407
H 3.1315 0.7247 -2.9551
H -0.3236 -0.1862 4.9612
H -2.2101 1.3323 4.9832
H 1.0697 -3.2230 3.2625
H -0.8579 1.4481 -4.0781
H 0.6950 1.1620 -4.8758
H 3.0238 0.8720 2.6233
H 4.4240 0.3000 1.7052
H 3.3788 1.5644 1.0291
H -1.6228 -3.2369 3.3308
H 2.7562 -1.8670 -1.2118
```

Orbital gap (alpha / beta) in eV: 7.746 / 4.389
<S²>: 6.043
Spin multiplicity: 5
E_LUMO (alpha / beta) in eV: -10.2 / -14.8
Net charge: +4

Entry 6:
An isolated ion of composition C4H7N2 and charge +1 in a non-equilibrium geometry. Source: the Open Molecules 2025 dataset; level of theory: ωB97M-V with the def2-TZVPD basis set.

XYZ file:
```
13
C4H7N2 ωB97M-V with the def2-TZVPD basis set
N -1.0408 1.0972 0.3487
N -2.0633 0.4354 -0.2490
C 0.2213 0.1703 0.5159
C -1.5991 -0.7027 -0.3761
C 1.2721 0.3819 -0.4464
C -0.4449 -1.3441 0.2108
H 0.9397 0.2296 -1.5267
H 0.5621 0.4011 1.4451
H 1.7080 1.3346 -0.2250
H -0.7673 -1.9481 1.1342
H -1.0044 2.0520 -0.2521
H 0.1122 -1.9073 -0.4389
H 2.1043 -0.2000 -0.1405
```

Orbital gap (alpha / beta) in eV: 10.307 / 9.159
<S²>: 2.015
Spin multiplicity: 3
E_LUMO (alpha / beta) in eV: -4.2 / -8.1
Net charge: +1